1.
Below is a cluster of 2 separate species, C2H2O6S2 in total at a distorted geometry, with properties calculated with wB97M-V/def2-TZVPD.

Results
LUMO level (spin up / spin down) ... 6.090 / 6.090 eV
Total charge ... -2
DFT total energy ... -36057.9788 eV
Relative energy (zero: lowest compared OMol25 entry of this formula, charge and spin) ... 84.8 kcal/mol

Element x y z (Å)
S -2.26562 0.09138 0.04564
S 2.44824 -0.04393 0.10935
O -2.76200 -1.19812 0.42429
O -3.10561 0.68529 -0.94192
O 2.37173 1.07874 -0.87967
O 0.19123 -1.07865 -0.43216
O -2.04631 1.04664 1.07888
O 3.53571 -0.96878 -0.30745
C 1.89046 -0.03897 1.71190
C -0.66359 -0.32146 -0.74359
H 1.06301 0.72061 1.70778
H -0.65725 0.02726 -1.77305

***

2.
Below is the molecule C2H2OS at a distorted geometry, with properties calculated with wB97M-V/def2-TZVPD.

Results
LUMO level ... -2.246 eV
SMILES ... O=CC=S
Total charge ... 0
DFT total energy ... -14986.4420 eV
Relative energy (zero: lowest compared OMol25 entry of this formula, charge and spin) ... 29.3 kcal/mol

Element x y z (Å)
S 0.28597 1.33732 -0.86329
O -0.39050 -1.97433 0.90514
C 0.17723 -0.87581 0.88975
C -0.41153 0.10873 0.10674
H -1.33908 -0.15654 -0.20408
H 1.29345 -0.84346 0.79670

***

3.
Below is the molecule C2H2S4 at a distorted geometry, with properties calculated with wB97M-V/def2-TZVPD.

Results
LUMO level ... -1.707 eV
SMILES ... S=C(S)C(=S)S
Total charge ... 0
DFT total energy ... -45445.8341 eV
Relative energy (zero: lowest compared OMol25 entry of this formula, charge and spin) ... 11.5 kcal/mol

Element x y z (Å)
S 1.93527 1.02341 0.73295
S -1.96583 -0.46935 -1.09389
S -1.33927 0.54172 1.57854
S 1.36508 -1.29249 -1.14463
C 0.85386 -0.08621 -0.09907
C -0.76257 0.07712 0.13962
H -1.07288 -1.30016 -1.62169
H 0.98635 1.50595 1.50817

***

4.
Below is a cluster of 14 separate species, C2H30N2O15 in total at a distorted geometry, with properties calculated with wB97M-V/def2-TZVPD.

Results
LUMO level (spin up / spin down) ... 2.644 / 2.535 eV
Total charge ... -1
Multiplicity ... 2
DFT total energy ... -36251.1990 eV

Element x y z (Å)
O 1.33631 1.84300 -2.62705
O 0.92327 3.36331 2.93332
O -1.03279 3.45836 0.21656
O -2.40955 -2.26911 3.34295
O 1.13969 -1.95824 -3.02690
O -3.95265 -0.19236 3.10639
O -0.86091 -0.84710 -1.32856
O -2.13435 1.22273 1.75163
O 4.15899 -2.12031 -2.66566
O -0.11532 0.37179 -3.68238
O 1.99395 -0.48710 -0.57834
O -1.65659 -2.74642 -3.00409
O -2.74489 1.46428 -2.47351
O -0.00357 -0.57373 1.62693
O 3.92234 -0.17261 1.86856
N 1.76505 0.57697 2.33081
N 1.43472 -1.77894 2.91272
C 3.06463 0.76463 1.76093
C 1.03633 -0.69425 2.31881
H 0.11796 3.87982 3.08368
H -1.45040 -1.58487 -1.59049
H 2.43782 -1.83063 3.19877
H -2.83132 0.96465 -1.67066
H -2.19668 -2.89833 -3.65666
H 4.12321 -1.84975 -1.76392
H 1.55774 3.90497 2.57599
H -1.21254 0.95595 1.95487
H -0.42461 1.02954 -4.52733
H -0.91658 0.27903 -3.15382
H 3.21979 1.74843 1.44608
H -2.66373 2.36702 -2.12628
H 0.62826 -1.18175 -3.24475
H 1.00323 -2.69769 2.78528
H -0.57237 -1.31821 -0.42731
H 1.12456 0.14591 -0.47906
H 1.30556 -1.64283 -2.04807
H 2.71024 0.06278 -1.02781
H -3.30158 0.40566 3.25433
H -3.70939 -0.99415 3.63151
H 1.41138 1.68096 -3.54859
H 3.21539 -2.21628 -3.01799
H -3.11629 -2.83061 3.45331
H -1.88862 3.44031 0.60357
H -0.67572 -2.53207 -3.18689
H -0.65405 2.57405 0.52835
H 0.81560 1.20670 -2.30799
H -2.56457 -1.96293 2.46497
H 0.95387 1.36006 2.28208
H -2.31082 0.30933 1.73171

***

5.
Below is a cluster of 12 separate species, C2H30NO11 in total at a distorted geometry, with properties calculated with wB97M-V/def2-TZVPD.

Results
LUMO level ... -2.506 eV
Total charge ... +1
DFT total energy ... -26570.1224 eV
Relative energy (zero: lowest compared OMol25 entry of this formula, charge and spin) ... 0.0 kcal/mol

Element x y z (Å)
O 2.94664 -1.32792 0.79855
O -3.47351 0.46387 0.49574
O 0.26122 0.43463 2.79688
O -2.76894 -1.73677 -0.88842
O -0.91926 2.10558 1.07180
O -1.55891 -0.37243 -2.86450
O 2.65074 1.10935 1.85935
O 0.69121 -2.01429 2.08827
O -0.51147 -2.73004 -0.20681
O -2.03018 1.76965 -1.33834
O 1.31982 3.59279 0.83407
N 1.27807 -1.03461 -1.41670
C 1.00216 0.42141 -1.09867
C 1.57411 -1.18600 -2.87662
H -4.27123 0.49045 1.04130
H -2.06447 -0.26054 -3.68798
H 1.81642 -2.23005 -3.06925
H 0.21188 0.78279 -1.70102
H -0.56709 1.50508 1.66318
H 1.58227 -1.90603 1.70349
H -2.77064 0.76893 1.11444
H -2.49953 -1.27971 -1.70488
H 1.42056 4.20123 1.61644
H 2.95139 -0.38221 1.17273
H 0.09382 0.47419 3.74333
H 0.76956 0.48929 -0.04476
H -0.16463 2.70173 0.96448
H 2.51629 1.94596 1.37877
H -1.49720 1.88318 -0.54314
H -1.62768 0.47570 -2.34308
H 1.33001 4.14407 0.10393
H 2.08433 -1.37099 -0.81361
H 3.76642 -1.69111 1.08386
H 1.81037 1.03391 2.32647
H 0.31351 -0.54365 2.53678
H 0.67984 -0.93075 -3.50284
H 2.41703 -0.57504 -3.26023
H -1.46586 -2.38228 -0.39612
H 0.40674 -1.62027 -1.12434
H 0.16037 -2.29320 1.34914
H -0.62537 -3.62766 -0.29364
H -3.03005 -0.97354 -0.34698
H 1.92054 1.02141 -1.29401
H -2.93055 1.62351 -1.07655

***

6.
Below is a cluster of 14 separate species, C2H30NO15 in total at a distorted geometry, with properties calculated with wB97M-V/def2-TZVPD.

Results
LUMO level ... 2.670 eV
Total charge ... -1
DFT total energy ... -34764.8506 eV
Relative energy (zero: lowest compared OMol25 entry of this formula, charge and spin) ... 61.2 kcal/mol

Element x y z (Å)
O 0.81125 -2.30381 -1.63371
O -1.82770 1.46751 2.34744
O 1.82820 2.04732 -2.48592
O 4.06528 -1.20736 0.16661
O -0.18545 2.65944 0.13757
O -1.81591 -2.09586 -3.24097
O -1.86255 -1.44687 -0.60637
O 1.22308 2.57991 2.25208
O 1.40849 -2.17969 2.76491
O -2.83795 0.85870 -0.13144
O 0.27302 -1.15413 0.74416
O -1.71899 -1.73136 2.38508
O 0.86779 -0.27127 -4.08682
O 0.79388 0.31152 3.58237
O -1.57948 1.40476 -2.73480
N 2.14178 0.12538 0.14765
C 2.85614 -0.99739 0.39228
C 0.69024 0.12769 0.39323
H -1.59931 0.52831 -3.05543
H 0.87732 2.43910 -2.45751
H -1.18634 -1.82077 -2.60133
H 0.51518 -1.86833 -0.87585
H 1.07432 -1.86610 1.87131
H -1.02255 -1.39811 1.80195
H -1.93207 -0.94825 2.85676
H -2.66997 -2.04880 -2.69341
H 1.05036 1.82108 2.78095
H -1.06161 -1.41980 0.03227
H -2.45361 -1.80277 0.12009
H 1.19478 -0.09592 -3.30073
H 0.48092 2.92376 0.89928
H 1.09305 -0.53957 3.22740
H 2.30074 -1.81836 0.90968
H 0.58568 0.61929 1.39992
H 2.09817 2.53823 1.84457
H -2.62296 -0.09528 -0.48690
H 0.86477 -2.82429 3.13662
H 1.94027 1.96720 -3.39400
H 2.52811 0.71778 -0.62436
H -1.34669 1.39195 -1.85246
H -0.15082 0.32628 3.31603
H -1.05793 1.99469 2.09436
H 0.07246 -0.70257 -4.16417
H -2.33326 1.34680 1.50109
H -1.06658 2.97852 0.27789
H 1.66396 -2.28225 -1.70400
H -3.07822 1.43300 -0.77868
H 0.11072 0.31068 -0.47467

***

7.
Below is a cluster of 15 separate species, C2H34O16 in total at a distorted geometry, with properties calculated with wB97M-V/def2-TZVPD.

Results
LUMO level ... -0.007 eV
Total charge ... 0
DFT total energy ... -35383.8355 eV
Relative energy (zero: lowest compared OMol25 entry of this formula, charge and spin) ... 32.9 kcal/mol

Element x y z (Å)
O 2.24583 -3.54063 -1.76977
O -0.70983 -0.36256 0.55335
O -3.98382 1.57657 -0.55496
O 1.45950 -0.41767 4.51120
O 0.33518 1.18031 -0.53225
O 1.71348 -0.34981 -3.83164
O -0.55784 -1.62140 -2.28119
O 0.15152 -2.93888 0.10530
O -2.91391 -0.14151 -2.68245
O -0.77954 -2.04770 2.59056
O 3.71483 -1.59039 -0.27477
O -0.01264 3.37856 -2.59593
O -3.02678 3.74027 0.63335
O 2.45876 -1.32935 2.06704
O 2.84759 0.60085 -1.16580
O -2.80149 0.47947 3.22649
C -0.26997 1.78843 1.75510
C 0.23931 0.64146 0.74565
H -2.97574 2.99894 1.29784
H 1.27913 0.24924 1.03926
H -0.21745 0.49595 -1.05949
H 0.68814 -3.32774 -0.67761
H -0.71803 -1.36776 2.02133
H -1.62459 0.07617 0.68114
H 1.96992 -3.33425 -2.67538
H 2.75049 -2.73482 -1.42979
H 3.26280 -0.97422 -0.72682
H 4.46643 -1.91423 -0.50894
H -2.26523 -0.23448 3.33632
H -1.33285 -2.21144 -2.12237
H 2.37735 0.09398 -4.25110
H -2.17681 4.03312 0.56349
H -0.85286 -0.95875 -2.80741
H -0.14364 -2.11190 -0.15545
H 1.91117 0.97927 -1.08218
H -4.64665 1.39557 0.08162
H 0.66919 -0.81658 4.04176
H -0.00082 2.75336 1.35342
H 3.30752 0.94718 -0.44235
H -2.61252 0.81249 -2.87387
H 2.33579 -0.74228 4.11443
H -0.56804 -2.71188 1.96197
H -3.65662 0.23705 3.22847
H 1.83280 -0.39752 -2.92826
H 0.16196 3.02276 -3.47494
H 3.00849 -1.61119 1.30599
H 1.75215 -1.89658 1.98320
H -3.53613 -0.02046 -1.87662
H 0.26724 1.86314 2.70367
H -3.98121 2.50816 -0.66752
H -1.31009 1.72062 1.97176
H 0.46854 4.13309 -2.42486

***

8.
Below is a cluster of 16 separate species, C2H35O16 in total at a distorted geometry, with properties calculated with wB97M-V/def2-TZVPD.

Results
LUMO level ... 2.218 eV
Total charge ... -1
DFT total energy ... -35404.4656 eV
Relative energy (zero: lowest compared OMol25 entry of this formula, charge and spin) ... 34.6 kcal/mol

Element x y z (Å)
O -2.21466 2.96415 2.18995
O -0.74056 -0.65348 -3.41145
O 2.39033 -1.49965 3.19380
O -3.14808 -1.60264 1.93323
O -2.78305 1.18162 -2.55168
O -3.46588 1.53662 0.21705
O 2.73543 -0.20201 -2.25330
O 4.69564 -0.77615 1.14986
O -0.57526 -0.55570 3.37720
O 2.99336 2.68999 -1.78134
O -0.13154 -2.52146 0.76233
O -2.78410 -1.44694 -1.16089
O -0.05519 -2.90584 -2.00789
O -0.41719 3.76845 -0.36618
O 2.52012 -1.87522 0.12459
O -1.33037 -0.03116 0.61401
C 0.93430 0.97543 0.78655
C -0.29239 0.55569 -0.09259
H 3.80603 -1.00749 0.95432
H 0.84109 1.88350 1.50412
H 2.41002 -0.66811 -1.50063
H 1.62013 -1.99097 0.47836
H 0.00707 4.00702 -1.15319
H -0.04583 2.91395 -0.34179
H 1.77435 1.27256 0.15152
H 0.69271 -3.53927 -2.00187
H -2.74863 2.48707 1.59402
H 2.93056 3.47544 -1.24124
H -0.04036 -2.76699 -0.17925
H -2.56333 -2.00258 1.29799
H -0.21331 -1.24777 -2.84951
H 3.04317 -2.70251 0.28432
H -0.03572 -0.13061 -0.90497
H -1.93310 0.85810 -2.73145
H -0.53357 -1.67047 0.73020
H -1.36287 -0.14347 3.73457
H -2.80577 1.74348 -1.77512
H 2.89432 -0.79557 2.83246
H -0.85102 -3.36294 -1.70756
H 5.01898 -1.47405 1.74485
H 1.49116 -1.18870 3.33566
H -2.74394 1.01891 0.45775
H -1.40309 2.91888 1.65926
H -2.76917 -0.74935 2.04066
H -0.67821 -0.45236 2.42694
H 1.13233 0.05523 1.33209
H -2.36213 -1.03092 -0.41812
H 2.89672 0.63910 -1.86611
H 2.18081 2.67398 -2.33230
H -4.19956 0.95896 0.39111
H -2.86276 -0.73555 -1.76735
H -0.62948 1.38456 -0.73374
H -0.28851 -0.23277 -4.16923